Record 1
A molecular structure, C20H23AsN4PtS, computed with ωB97M-V/def2-TZVPD.

Properties
HOMO level (spin up / spin down): -6.119 / -7.524 eV
Orbital gap (spin up / spin down): 5.790 / 7.186 eV
Electronic energy: -101990.9461 eV
Expectation value of S²: 2.097

Structure (ORCA input):
```
! RIJCOSX wB97M-V def2-TZVPD def2/J DEFGRID3
* xyz 0 3
Pt 0.240 0.114 0.581
C -3.833 -3.569 -0.188
C -2.762 -4.186 -0.823
C -1.501 -3.611 -0.811
C -1.301 -2.396 -0.155
C -2.370 -1.777 0.484
C -3.626 -2.362 0.464
N -0.013 -1.787 -0.101
N 0.880 -2.359 -0.870
C 2.140 -1.822 -0.816
C 3.129 -2.445 -1.606
C 4.403 -1.942 -1.598
C 4.696 -0.822 -0.808
C 3.673 -0.274 -0.069
N 2.424 -0.752 -0.062
H -4.815 -4.023 -0.203
H -2.906 -5.129 -1.335
H -0.666 -4.089 -1.300
H -2.203 -0.832 0.987
H -4.449 -1.864 0.963
H 2.848 -3.305 -2.198
H 5.174 -2.408 -2.198
H 5.687 -0.391 -0.774
H 3.851 0.595 0.555
C 1.094 2.256 5.163
As 0.718 1.794 3.340
C -0.851 2.801 2.898
C 2.144 2.571 2.314
S 0.563 -0.303 3.127
H 1.214 3.334 5.262
H 2.005 1.744 5.464
H 0.265 1.912 5.777
H -0.655 3.849 3.125
H -1.672 2.427 3.504
H -1.071 2.667 1.841
H 2.308 3.594 2.651
H 1.875 2.562 1.260
H 3.033 1.966 2.476
N -0.548 1.317 -0.521
C -1.081 1.397 -1.772
C -1.169 0.281 -2.625
C -1.735 0.412 -3.879
C -2.216 1.642 -4.317
C -2.123 2.755 -3.484
C -1.566 2.640 -2.225
H -0.788 -0.672 -2.282
H -1.801 -0.455 -4.524
H -2.660 1.734 -5.300
H -2.491 3.715 -3.822
H -1.492 3.497 -1.568
*
```

Record 2
A molecular structure, C20H23BFeO8, computed with ωB97M-V/def2-TZVPD.

Properties
HOMO level (spin up / spin down): -13.316 / -13.668 eV
Orbital gap (spin up / spin down): 4.141 / 3.031 eV
Electronic energy: -72530.9213 eV
Expectation value of S²: 6.106

Structure (ORCA input):
```
! RIJCOSX wB97M-V def2-TZVPD def2/J DEFGRID3
* xyz 2 5
C 4.269 -1.911 2.529
O 3.412 -2.128 1.405
C 2.817 -1.032 0.817
C 2.318 0.031 1.553
C 1.456 1.037 0.912
C 1.296 0.869 -0.573
C 1.832 -0.192 -1.238
C 2.682 -1.087 -0.581
Fe 0.689 -2.995 2.563
C -0.809 -3.764 3.080
O -1.601 -4.463 3.577
C 1.624 -3.643 3.900
O 2.222 -4.294 4.663
C 1.266 -4.227 1.449
O 1.576 -5.263 1.011
H 5.036 -2.679 2.406
H 4.722 -0.909 2.532
H 3.725 -2.063 3.471
H 2.447 0.113 2.637
H 0.507 1.117 1.477
H 1.926 2.040 0.937
H 1.345 2.061 -0.933
H 1.590 -0.442 -2.271
H 3.243 -1.821 -1.138
C -0.958 4.461 -3.757
C 0.093 3.517 -3.422
C 0.899 2.704 -4.190
C 1.818 2.040 -3.273
C 1.575 2.550 -1.994
B -1.558 0.810 -0.686
O -2.298 0.510 -1.830
C -3.318 -0.271 -1.192
C -3.135 -0.173 0.398
C -4.288 -0.820 1.117
C -2.997 1.367 0.804
O -1.885 1.932 0.087
C -1.718 -0.830 0.724
O -0.752 -0.199 -0.093
O 0.581 3.499 -2.103
H -0.541 5.212 -4.433
H -1.826 4.047 -4.285
H -1.289 4.938 -2.832
H 0.811 2.552 -5.296
H 2.363 1.150 -3.514
H -4.302 0.085 -1.528
H -3.203 -1.308 -1.530
H -4.142 -0.716 2.203
H -5.216 -0.313 0.803
H -4.338 -1.885 0.850
H -3.891 1.958 0.561
H -2.841 1.474 1.887
H -1.474 -0.730 1.796
H -1.759 -1.915 0.549
*
```

Record 3
A molecular structure, C20H23Br45ClFO7S2, computed with ωB97M-V/def2-TZVPD.

Properties
HOMO level: -9.946 eV
Orbital gap: 9.502 eV
Electronic energy: -3224261.0014 eV

Structure (ORCA input):
```
! RIJCOSX wB97M-V def2-TZVPD def2/J DEFGRID3
* xyz 0 1
C 3.688 -1.688 -0.147
C 3.820 -3.160 -0.570
Cl 5.309 -3.869 0.221
C 2.646 -4.003 -0.041
C 1.377 -3.573 -0.786
O 1.111 -4.609 -1.787
S 0.294 -5.754 -1.023
O -0.416 -6.512 -1.957
O 1.030 -6.574 -0.133
O -0.608 -4.785 -0.048
C 0.044 -3.536 -0.034
O 0.037 -3.021 1.206
S -1.136 -2.383 -0.971
O -2.391 -2.970 -1.130
O -1.114 -1.161 -0.301
F -0.567 -2.183 -2.420
H 4.438 -1.447 0.591
H 2.686 -1.483 0.222
H 3.887 -1.052 -1.009
H 3.915 -3.277 -1.651
H 2.898 -5.035 -0.255
H 2.601 -3.879 1.040
H 1.499 -2.582 -1.216
H 0.130 -3.750 1.844
C -3.606 -1.206 -4.607
Br -5.158 -1.730 -3.596
Br -3.921 -1.309 -6.505
Br -2.986 0.539 -4.078
H -2.820 -1.911 -4.374
C -8.451 -0.148 -5.014
Br -10.032 -0.645 -4.030
Br -8.730 -0.260 -6.917
Br -7.802 1.586 -4.490
H -7.681 -0.864 -4.764
C -3.771 1.083 1.624
Br -4.436 2.829 2.099
Br -3.558 0.900 -0.279
Br -2.145 0.659 2.571
H -4.514 0.362 1.933
C 7.250 -2.411 -3.266
Br 6.752 -0.693 -3.976
Br 7.997 -2.250 -1.493
Br 5.782 -3.667 -3.317
H 8.023 -2.809 -3.907
C -2.248 4.419 -4.534
Br -3.872 5.434 -4.340
Br -0.902 5.399 -5.505
Br -1.591 3.797 -2.832
H -2.488 3.543 -5.121
C 7.607 -2.373 3.348
Br 8.002 -1.585 5.060
Br 6.111 -1.506 2.497
Br 9.165 -2.418 2.211
H 7.320 -3.400 3.528
C 5.622 2.832 -1.765
Br 3.886 3.655 -1.905
Br 6.968 4.088 -1.204
Br 5.585 1.277 -0.626
H 5.893 2.494 -2.755
C -6.992 8.128 -6.031
Br -6.768 7.680 -4.167
Br -5.841 7.081 -7.166
Br -8.836 8.001 -6.574
H -6.697 9.161 -6.145
C 0.202 -8.837 1.598
Br -0.187 -10.134 0.227
Br -0.961 -9.030 3.122
Br 2.059 -8.883 2.105
H 0.015 -7.860 1.175
C 3.052 -8.885 -1.720
Br 4.174 -10.406 -1.342
Br 3.972 -7.223 -1.393
Br 2.326 -8.956 -3.501
H 2.217 -8.927 -1.033
C -4.271 7.060 3.581
Br -3.904 8.819 2.887
Br -5.421 6.056 2.407
Br -2.652 6.095 3.984
H -4.804 7.191 4.513
C 4.616 5.658 2.466
Br 6.526 5.495 2.282
Br 3.929 7.151 1.463
Br 3.720 4.015 2.008
H 4.412 5.852 3.509
C 8.856 -5.855 0.133
Br 8.637 -7.167 -1.251
Br 7.678 -6.222 1.619
Br 10.682 -5.660 0.707
H 8.560 -4.906 -0.297
C -7.458 6.487 7.028
Br -8.080 4.978 8.049
Br -5.532 6.549 6.949
Br -8.248 6.539 5.272
H -7.783 7.379 7.547
C -7.685 10.544 9.448
Br -7.297 12.298 8.757
Br -8.858 9.563 8.273
Br -6.080 9.549 9.826
H -8.209 10.676 10.383
*
```

Record 4
C20H23Cl2N5O4S2 in the gas phase, computed with ωB97M-V/def2-TZVPD.

Properties
HOMO level: -8.063 eV
SMILES string: CSCC[C@H](NC(=O)c1ccc(Cl)cc1Cl)C(=O)NNC(=O)c1csc(N2CCOCC2)n1
Orbital gap: 8.422 eV
Electronic energy: -83470.1460 eV

Structure (ORCA input):
```
! RIJCOSX wB97M-V def2-TZVPD def2/J DEFGRID3
* xyz 0 1
C 6.044 0.967 1.552
S 5.481 -0.106 0.204
C 4.378 1.089 -0.638
C 3.602 0.419 -1.760
C 2.632 -0.628 -1.223
N 2.088 -1.413 -2.316
C 1.565 -2.638 -2.113
O 1.557 -3.174 -1.019
C 1.049 -3.339 -3.329
C 1.338 -4.698 -3.441
C 0.896 -5.446 -4.513
C 0.127 -4.831 -5.492
Cl -0.438 -5.739 -6.840
C -0.206 -3.489 -5.392
C 0.257 -2.752 -4.314
Cl -0.240 -1.094 -4.211
C 1.470 0.038 -0.466
O 1.173 1.215 -0.570
N 0.797 -0.820 0.317
N -0.345 -0.389 0.974
C -1.131 -1.216 1.701
O -0.882 -2.391 1.887
C -2.313 -0.508 2.233
C -3.254 -1.073 3.033
S -4.480 0.071 3.434
C -3.603 1.264 2.451
N -4.100 2.496 2.232
C -3.240 3.505 1.641
C -2.628 4.363 2.754
O -3.632 4.932 3.566
C -4.442 3.942 4.158
C -5.114 3.073 3.086
N -2.519 0.808 1.918
H 6.731 0.383 2.154
H 6.554 1.833 1.139
H 5.190 1.273 2.150
H 3.696 1.497 0.107
H 5.005 1.889 -1.034
H 4.298 -0.057 -2.453
H 3.032 1.186 -2.290
H 3.149 -1.320 -0.546
H 1.991 -0.958 -3.210
H 1.920 -5.156 -2.657
H 1.135 -6.494 -4.590
H -0.823 -3.023 -6.143
H 0.957 -1.829 0.325
H -0.597 0.579 0.808
H -3.289 -2.078 3.399
H -3.856 4.131 0.990
H -2.464 3.012 1.060
H -1.958 3.739 3.365
H -2.065 5.198 2.337
H -3.835 3.301 4.817
H -5.186 4.472 4.754
H -5.760 3.701 2.464
H -5.713 2.287 3.546
*
```

Record 5
2 unconnected molecules or ions with the total composition C20H23Cl2O3, computed with ωB97M-V/def2-TZVPD.

Properties
HOMO level: -3.215 eV
Orbital gap: 3.959 eV
Electronic energy: -52301.1980 eV

Structure (ORCA input):
```
! RIJCOSX wB97M-V def2-TZVPD def2/J DEFGRID3
* xyz -1 1
Cl 2.692 2.945 -3.329
C 1.019 2.704 -3.077
C 0.124 3.715 -3.179
C -1.324 3.512 -3.044
O -2.131 4.424 -3.231
C -1.715 2.109 -2.662
Cl -3.392 1.799 -2.542
C -0.798 1.133 -2.429
C 0.615 1.303 -2.767
O 1.416 0.370 -2.820
H 0.481 4.682 -3.522
H -1.184 0.157 -2.206
C -0.324 2.199 3.369
C -0.550 1.527 2.017
C -2.057 1.329 1.826
C -0.015 2.477 0.944
C 0.184 0.160 1.926
C 0.152 -0.612 0.669
O -0.298 -0.100 -0.389
C 0.681 -1.989 0.716
C 0.488 -2.963 -0.481
C 1.159 -4.312 -0.231
C 1.140 -2.403 -1.737
C -0.999 -3.214 -0.727
C 1.371 -2.395 1.839
C 1.477 -1.601 2.978
C 0.887 -0.341 3.002
H 0.743 2.375 3.533
H -0.832 3.171 3.397
H -0.721 1.591 4.188
H -2.269 0.897 0.842
H -2.445 0.659 2.604
H -2.581 2.291 1.908
H -0.201 2.051 -0.044
H -0.501 3.460 1.011
H 1.067 2.600 1.078
H 0.736 -4.821 0.639
H 1.020 -4.965 -1.101
H 2.235 -4.182 -0.086
H 0.729 -1.433 -2.016
H 2.209 -2.260 -1.551
H 1.014 -3.096 -2.578
H -1.520 -2.278 -0.950
H -1.130 -3.903 -1.571
H -1.452 -3.671 0.161
H 1.826 -3.385 1.857
H 2.009 -1.970 3.853
H 0.964 0.255 3.912
*
```

Record 6
C20H23ClN6O in the gas phase, computed with ωB97M-V/def2-TZVPD.

Properties
HOMO level: -8.755 eV
SMILES string: O=C(CCc1nnc2ccc(NCc3ccccc3Cl)nn12)NC1CCCC1
Orbital gap: 8.810 eV
Electronic energy: -44624.4189 eV

Structure (ORCA input):
```
! RIJCOSX wB97M-V def2-TZVPD def2/J DEFGRID3
* xyz 0 1
O -0.115 -0.904 4.627
C 0.702 -0.286 3.973
C 0.399 1.088 3.377
C -0.126 0.940 1.945
C 0.915 0.471 0.998
N 2.219 0.454 1.171
N 2.813 -0.042 0.089
C 1.871 -0.335 -0.782
C 1.888 -0.872 -2.087
C 0.694 -1.042 -2.706
C -0.526 -0.687 -2.031
N -1.712 -0.930 -2.638
C -2.942 -0.423 -2.066
C -3.010 1.084 -2.114
C -2.944 1.839 -0.952
C -2.968 3.222 -0.997
C -3.057 3.874 -2.215
C -3.121 3.142 -3.388
C -3.093 1.760 -3.327
Cl -3.171 0.865 -4.814
N -0.550 -0.179 -0.821
N 0.637 -0.022 -0.235
N 1.946 -0.722 3.708
C 2.394 -2.061 4.019
C 2.408 -2.945 2.760
C 3.811 -2.755 2.194
C 4.683 -2.776 3.448
C 3.856 -2.036 4.509
H -0.372 1.557 3.989
H 1.295 1.707 3.377
H -0.506 1.904 1.590
H -0.958 0.230 1.922
H 2.832 -1.121 -2.542
H 0.629 -1.446 -3.704
H -1.696 -1.037 -3.641
H -2.984 -0.753 -1.026
H -3.773 -0.860 -2.623
H -2.868 1.328 -0.005
H -2.916 3.792 -0.082
H -3.076 4.952 -2.258
H -3.191 3.638 -4.343
H 2.488 -0.211 3.017
H 1.702 -2.443 4.773
H 1.621 -2.657 2.063
H 2.254 -3.987 3.041
H 4.084 -3.536 1.485
H 3.888 -1.791 1.690
H 5.653 -2.310 3.286
H 4.850 -3.809 3.758
H 3.954 -2.503 5.487
H 4.183 -1.000 4.599
*
```